Record 1
The following is a DFT calculation (ωB97M-V with the def2-TZVPD basis set) of a cluster of 2 separate species, C7H15N2O in total.

Results
- Energy above the lowest of the compared OMol25 structures with the same formula, charge and spin: 2.925 eV
- E: -460.1655 Eh
- Gap between HOMO and LUMO: 7.120 eV
- Total charge: +1

XYZ file:
```
25
Properties=species:S:1:pos:R:3:forces:R:3
C -2.1842 0.8170 0.0958 -4.72 -1.16 0.36
C -1.8442 2.0539 0.3916 0.81 -0.06 0.06
C -3.4700 -1.1912 0.1973 0.75 -0.79 -1.00
C -2.1249 -1.3707 -0.5965 -0.53 -1.12 2.69
C 3.4637 0.8725 0.1741 1.12 3.31 1.57
C 1.7185 -0.9576 0.4871 -1.84 2.98 -1.32
C 2.1686 0.2987 -0.2360 0.91 -1.13 0.40
N 1.4274 0.8479 -1.1350 3.99 3.23 0.71
N -3.5652 0.2193 0.1277 2.18 3.30 -0.31
O -1.3964 -0.1633 -0.3194 1.82 -0.98 -0.85
H -0.8143 2.3388 0.3486 0.45 0.11 -0.17
H -2.5059 2.7832 0.7853 -0.66 0.24 0.14
H -4.2849 -1.7600 -0.2945 0.36 0.59 0.13
H -3.3573 -1.5738 1.1894 0.06 -0.33 0.89
H -1.5323 -2.2335 -0.1726 -0.55 0.92 -0.67
H -2.3463 -1.5081 -1.6185 0.15 0.14 -1.32
H 3.8276 1.8123 -0.3891 -0.99 -1.38 0.68
H 3.4147 1.1914 1.3055 -0.47 -0.36 -1.96
H 4.3710 0.2826 0.2689 -0.40 -1.03 -0.56
H 1.7870 -1.7747 -0.1633 0.38 -1.42 -0.97
H 0.6031 -0.7741 0.6142 1.35 -0.54 0.81
H 2.3963 -1.0149 1.2895 0.02 -0.67 1.46
H 0.5905 0.3990 -1.3008 -2.81 -0.41 -0.94
H 1.7695 1.8272 -1.4757 -1.46 -2.54 0.22
H -4.2184 0.8256 0.6215 0.07 -0.88 -0.04
```
Positions in Å, forces in eV/Å.

Results of the natural (NBO) charge analysis, in e, for atoms 1 through 8: C 0.490; C -0.598; C -0.232; C -0.068; C -0.751; C -0.692; C 0.513; N -0.632

***

Record 2
The following is a DFT calculation (ωB97M-V with the def2-TZVPD basis set) of a structure of composition C4H5FeO2.

Results
- <S²>: 8.765
- E: -1567.2084 Eh
- Gap between HOMO and LUMO (spin up / spin down): 8.923 / 8.463 eV
- Total charge: +4
- Multiplicity: 6

XYZ file:
```
12
Properties=species:S:1:pos:R:3:forces:R:3
H 0.6976 0.3860 1.7314 -1.36 0.29 1.61
C 0.1035 0.7152 0.2014 -0.92 0.98 -2.07
C -0.5117 0.2734 1.3989 3.48 -1.41 -1.80
O -1.3366 -0.5674 1.6672 0.43 1.51 -0.52
Fe -2.1671 -1.4436 3.0520 -1.86 -1.66 2.55
H 0.2585 1.7910 0.0768 0.51 0.34 0.34
O 1.9159 -0.6562 -1.3823 -2.42 1.47 0.43
C 0.8167 -0.1871 -1.0859 1.05 -0.89 -0.27
C -0.5028 0.0200 -1.3976 0.08 -1.06 -0.59
H 2.6781 -0.2856 -0.8865 1.54 -0.26 0.39
H -1.1910 -0.8173 -1.2251 -0.29 -0.04 0.09
H -0.7611 0.7716 -2.1502 -0.26 0.73 -0.17
```
Positions in Å, forces in eV/Å.

Results of the Löwdin charge analysis, in e, for atoms 1 through 8: H 0.323; C 0.183; C -0.025; O 0.057; Fe 1.716; H 0.209; O 0.496; C 0.020

***

Record 3
The following is a DFT calculation (ωB97M-V with the def2-TZVPD basis set) of a cluster of 2 separate species, C2H9N3O in total.

Results
- <S²>: 0.762
- Energy above the lowest of the compared OMol25 structures with the same formula, charge and spin: 0.582 eV
- E: -320.7947 Eh
- Gap between HOMO and LUMO (spin up / spin down): 11.045 / 6.340 eV
- Total charge: +1
- Multiplicity: 2

XYZ file:
```
15
Properties=species:S:1:pos:R:3:forces:R:3
C -0.4055 -1.1628 1.3357 0.60 0.35 0.43
N -1.0852 -0.0829 0.6134 0.76 -0.30 0.71
C -0.7603 0.3426 -0.5845 -1.60 1.55 -1.26
N -1.5442 1.3017 -1.1846 0.09 -0.97 1.02
N 0.3027 -0.1444 -1.2487 0.56 -0.67 0.22
H -0.2035 -0.8274 2.3536 -0.06 0.09 -0.06
H -1.0353 -2.0455 1.4115 -0.03 -0.03 -0.33
H 0.5536 -1.3479 0.8599 -0.17 -0.35 -0.06
H -1.7018 0.4865 1.1832 -0.33 -0.12 -0.35
H -2.4558 1.4118 -0.7587 -0.05 0.27 -0.13
H -1.5998 1.2697 -2.1887 0.26 0.24 -0.26
H 0.5268 0.4312 -2.0651 -0.07 -0.02 0.03
H 3.4382 0.2808 0.7940 0.24 0.06 0.18
H 2.5378 0.1424 -0.4159 0.33 -0.14 -0.03
O 3.4323 -0.0559 -0.1052 -0.54 0.05 -0.10
```
Positions in Å, forces in eV/Å.

Results of the natural (NBO) charge analysis, in e, for atoms 1 through 8: C -0.437; N -0.429; C 0.560; N -0.737; N -0.340; H 0.239; H 0.249; H 0.254

***

Record 4
The following is a DFT calculation (ωB97M-V with the def2-TZVPD basis set) of a cluster of 2 separate species, C3H6O3 in total.

Results
- Energy above the lowest of the compared OMol25 structures with the same formula, charge and spin: 7.790 eV
- E: -343.3683 Eh
- Gap between HOMO and LUMO: 10.681 eV
- Total charge: 0
- SMILES: C#CC.OOO

XYZ file:
```
12
Properties=species:S:1:pos:R:3:forces:R:3
C -3.1869 0.5329 0.0425 0.07 0.07 0.02
C -2.1022 -0.4518 -0.0180 0.18 -0.28 -0.06
C -1.2048 -1.2503 -0.0912 -0.59 0.49 -0.07
H 2.3363 -1.1320 -0.7308 -0.04 -0.02 -0.11
H 1.9214 1.8639 0.0665 0.13 0.25 -0.01
H -2.7800 1.5381 0.1481 0.07 0.01 0.02
H -3.7885 0.5250 -0.8673 0.07 -0.12 -0.01
H -3.8579 0.3635 0.8861 0.11 -0.13 -0.01
H -0.4086 -1.9404 -0.2057 0.04 -0.08 0.11
O 2.7486 -0.5702 -0.0602 -0.24 0.28 0.20
O 1.6198 0.0901 0.5043 0.20 -0.20 -0.13
O 1.3242 1.2046 -0.3063 0.01 -0.28 0.05
```
Positions in Å, forces in eV/Å.

Results of the natural (NBO) charge analysis, in e, for atoms 1 through 8: C -0.691; C 0.021; C -0.271; H 0.457; H 0.459; H 0.237; H 0.236; H 0.236

***

Repeat the third record exactly.
The following is a DFT calculation (ωB97M-V with the def2-TZVPD basis set) of a cluster of 2 separate species, C2H9N3O in total.

Results
- <S²>: 0.762
- Energy above the lowest of the compared OMol25 structures with the same formula, charge and spin: 0.582 eV
- E: -320.7947 Eh
- Gap between HOMO and LUMO (spin up / spin down): 11.045 / 6.340 eV
- Total charge: +1
- Multiplicity: 2

XYZ file:
```
15
Properties=species:S:1:pos:R:3:forces:R:3
C -0.4055 -1.1628 1.3357 0.60 0.35 0.43
N -1.0852 -0.0829 0.6134 0.76 -0.30 0.71
C -0.7603 0.3426 -0.5845 -1.60 1.55 -1.26
N -1.5442 1.3017 -1.1846 0.09 -0.97 1.02
N 0.3027 -0.1444 -1.2487 0.56 -0.67 0.22
H -0.2035 -0.8274 2.3536 -0.06 0.09 -0.06
H -1.0353 -2.0455 1.4115 -0.03 -0.03 -0.33
H 0.5536 -1.3479 0.8599 -0.17 -0.35 -0.06
H -1.7018 0.4865 1.1832 -0.33 -0.12 -0.35
H -2.4558 1.4118 -0.7587 -0.05 0.27 -0.13
H -1.5998 1.2697 -2.1887 0.26 0.24 -0.26
H 0.5268 0.4312 -2.0651 -0.07 -0.02 0.03
H 3.4382 0.2808 0.7940 0.24 0.06 0.18
H 2.5378 0.1424 -0.4159 0.33 -0.14 -0.03
O 3.4323 -0.0559 -0.1052 -0.54 0.05 -0.10
```
Positions in Å, forces in eV/Å.

Results of the natural (NBO) charge analysis, in e, for atoms 1 through 8: C -0.437; N -0.429; C 0.560; N -0.737; N -0.340; H 0.239; H 0.249; H 0.254